1.
113
Properties=species:S:1:pos:R:3:lowdin_charge:R:1 method="wB97M-V/def2-TZVPD" homo_lumo_gap_ev=8.3 spin_multiplicity=1 energy_ha=-6147.88732 charge=0
C 3.365 0.061 -0.804 -0.062
C 2.362 1.166 -1.088 -0.204
O 1.381 1.178 -0.048 0.054
B 0.063 1.378 -0.296 -0.737
O -0.308 2.290 -1.251 0.190
C -1.059 0.521 0.499 -0.182
N -0.918 -0.890 0.144 0.019
C -0.505 -1.072 -1.218 -0.298
C -1.355 -0.792 -2.286 0.013
C -0.892 -1.034 -3.573 -0.041
C 0.381 -1.556 -3.748 -0.051
C 1.149 -1.793 -2.614 -0.125
N 0.721 -1.556 -1.379 0.157
C -1.965 -1.845 0.478 -0.327
C -3.403 -1.384 0.369 -0.010
F -1.725 -2.362 1.756 -0.015
C -0.896 0.778 2.027 -0.631
S -0.793 2.579 2.105 0.876
C 0.314 -0.006 2.581 -0.139
C 1.325 0.640 3.545 -0.215
C 2.679 1.049 2.926 -0.186
C 2.853 2.554 2.723 -0.202
C 4.319 3.025 2.578 -0.182
C 4.708 3.636 1.214 -0.210
C 5.366 5.005 1.401 -0.203
C 5.707 5.839 0.141 -0.194
C 5.665 5.151 -1.225 -0.190
C 6.919 4.322 -1.474 -0.244
O 6.875 3.540 -2.649 -0.181
C 6.091 2.380 -2.522 -0.116
O -2.130 0.202 2.602 -0.389
C -2.862 0.634 3.627 -1.703
Br -4.015 -0.898 4.079 0.585
I -4.231 2.265 3.124 0.717
I -1.790 1.128 5.442 0.853
H 3.818 -0.316 -1.719 0.076
H 2.843 -0.776 -0.336 0.060
H 4.129 0.396 -0.103 0.071
H 1.887 1.047 -2.063 0.117
H 2.862 2.139 -1.077 0.108
H -1.256 2.446 -1.278 0.107
H -2.033 0.948 0.216 0.139
H -2.350 -0.394 -2.148 0.098
H -1.527 -0.810 -4.420 0.113
H 0.764 -1.769 -4.736 0.103
H 2.149 -2.202 -2.705 0.111
H -1.816 -2.688 -0.202 0.146
H -3.601 -0.394 0.763 0.063
H -4.030 -2.077 0.935 0.089
H -3.715 -1.458 -0.670 0.043
H -0.457 2.730 3.388 -0.143
H -0.123 -0.877 3.069 0.116
H 0.861 -0.400 1.725 0.108
H 0.924 1.505 4.071 0.028
H 1.531 -0.102 4.318 0.106
H 2.828 0.525 1.980 0.094
H 3.465 0.730 3.616 0.109
H 2.405 3.076 3.575 0.105
H 2.292 2.885 1.845 0.087
H 4.989 2.196 2.814 0.107
H 4.496 3.790 3.337 0.099
H 5.395 2.961 0.696 0.095
H 3.824 3.746 0.582 0.099
H 6.272 4.894 2.002 0.111
H 4.674 5.592 2.010 0.106
H 6.727 6.224 0.245 0.105
H 5.057 6.714 0.111 0.103
H 4.751 4.575 -1.375 0.097
H 5.664 5.937 -1.985 0.115
H 7.756 5.007 -1.616 0.126
H 7.158 3.688 -0.610 0.118
H 5.020 2.602 -2.555 0.075
H 6.318 1.850 -1.591 0.085
H 6.342 1.726 -3.356 0.089
C -8.110 0.335 0.661 -0.006
C -7.516 0.698 -0.669 -0.301
C -8.018 -0.129 -1.837 -0.066
O -6.884 -0.125 -2.726 0.052
C -5.781 0.037 -1.969 -0.568
O -4.666 -0.126 -2.359 0.130
O -6.106 0.371 -0.709 0.090
H -9.166 0.603 0.690 0.096
H -8.027 -0.740 0.828 0.085
H -7.602 0.829 1.488 0.084
H -7.615 1.765 -0.883 0.159
H -8.887 0.285 -2.338 0.143
H -8.216 -1.163 -1.543 0.123
C 1.498 -3.923 1.308 -0.019
C 2.833 -4.484 0.908 -0.325
C 3.493 -5.434 1.886 -0.092
O 4.886 -5.241 1.605 0.060
C 5.039 -3.989 1.107 -0.570
O 6.083 -3.454 0.934 0.165
O 3.832 -3.444 0.837 0.076
H 0.732 -4.699 1.290 0.094
H 1.540 -3.497 2.312 0.092
H 1.212 -3.126 0.623 0.059
H 2.777 -4.944 -0.084 0.157
H 3.228 -6.478 1.742 0.137
H 3.303 -5.142 2.921 0.138
C -4.020 -3.573 -2.743 -0.012
C -5.402 -4.033 -2.363 -0.306
C -6.554 -3.313 -3.035 -0.073
O -7.596 -3.428 -2.052 0.049
C -7.007 -3.549 -0.836 -0.572
O -7.570 -3.447 0.204 0.164
O -5.679 -3.743 -0.978 0.084
H -3.801 -3.857 -3.772 0.096
H -3.935 -2.488 -2.648 0.059
H -3.276 -4.028 -2.090 0.090
H -5.503 -5.114 -2.494 0.158
H -6.875 -3.757 -3.972 0.142
H -6.335 -2.251 -3.183 0.117

2.
99
Properties=species:S:1:pos:R:3:lowdin_spin:R:1 method="wB97M-V/def2-TZVPD" homo_lumo_gap_ev="5.1 / 5.8" spin_multiplicity=4 energy_ha=-3460.47468 charge=+3
C 3.204 0.288 -0.278 0.042
C 2.191 0.001 -2.393 0.021
C 4.464 0.046 -0.810 0.121
C 3.476 -0.079 -2.992 0.137
C 4.606 -0.059 -2.198 0.013
H 5.310 -0.026 -0.134 0.005
H 3.515 -0.214 -4.074 0.004
H 5.596 -0.146 -2.640 -0.002
N 2.114 0.385 -1.069 0.082
P 1.533 1.579 1.474 -0.037
P -0.630 -0.518 -2.337 -0.014
C 2.952 0.428 1.210 -0.001
H 2.687 -0.550 1.648 0.001
H 3.849 0.775 1.733 -0.001
C 0.984 -0.354 -3.030 0.422
H 1.049 -0.480 -4.113 0.012
C -0.863 -2.431 -2.698 0.034
C -1.905 0.461 -3.420 0.003
C 0.919 1.277 3.238 -0.003
C 2.387 3.262 1.270 -0.001
C -1.845 -2.965 -1.650 0.006
H -2.838 -2.506 -1.728 0.000
H -1.965 -4.049 -1.798 0.003
H -1.469 -2.813 -0.635 0.000
C -1.382 -2.732 -4.111 0.001
H -2.388 -2.351 -4.309 0.000
H -0.691 -2.375 -4.886 0.000
H -1.437 -3.826 -4.226 0.001
C 0.480 -3.160 -2.572 0.014
H 0.303 -4.246 -2.594 0.001
H 1.165 -2.911 -3.390 0.005
H 0.980 -2.934 -1.627 0.002
C -3.304 -0.092 -3.101 0.002
H -3.518 -0.013 -2.023 0.000
H -4.055 0.508 -3.638 0.001
H -3.446 -1.136 -3.397 0.000
C -1.904 1.951 -3.052 0.001
H -2.223 2.130 -2.020 0.001
H -0.916 2.406 -3.191 0.001
H -2.611 2.473 -3.718 0.000
C -1.544 0.372 -4.904 -0.003
H -1.609 -0.639 -5.314 0.000
H -2.252 0.998 -5.466 -0.001
H -0.533 0.756 -5.080 0.001
C 1.472 4.355 1.844 0.001
H 1.918 5.330 1.593 0.000
H 0.470 4.325 1.395 0.000
H 1.389 4.310 2.937 0.000
C 2.575 3.516 -0.237 0.001
H 3.260 2.790 -0.691 0.000
H 1.617 3.486 -0.773 0.002
H 3.013 4.517 -0.362 0.000
C 3.770 3.328 1.940 -0.002
H 4.133 4.364 1.847 0.000
H 3.747 3.078 3.006 0.000
H 4.502 2.680 1.441 0.000
C 0.614 -0.215 3.432 -0.001
H 1.505 -0.848 3.324 0.000
H 0.224 -0.362 4.451 0.000
H -0.146 -0.566 2.724 0.000
C -0.392 2.055 3.426 0.000
H -1.165 1.724 2.717 0.000
H -0.764 1.869 4.445 0.000
H -0.264 3.137 3.313 0.000
C 1.976 1.720 4.255 -0.003
H 2.937 1.208 4.100 0.000
H 2.132 2.806 4.266 0.000
H 1.620 1.442 5.258 -0.001
Mn 0.315 0.749 -0.420 2.107
C -0.576 2.256 -0.227 -0.010
O -1.126 3.303 -0.114 -0.022
N 0.075 -0.939 0.317 -0.025
C 0.606 -2.013 0.281 0.043
C 0.892 -3.249 0.912 0.006
C 0.082 -3.627 2.004 0.008
C 1.940 -4.095 0.483 0.006
C 0.286 -4.854 2.630 0.000
H -0.695 -2.936 2.346 0.000
C 2.103 -5.340 1.087 -0.001
H 2.604 -3.753 -0.315 0.000
C 1.293 -5.710 2.169 0.009
H -0.346 -5.133 3.474 0.000
H 2.870 -6.021 0.713 0.000
H 1.444 -6.669 2.659 0.000
C -3.747 -0.498 2.998 0.000
C -3.405 -0.365 1.525 0.000
O -2.900 0.926 1.160 0.009
C -3.855 1.994 1.247 0.000
C -4.902 1.963 0.152 0.000
H -2.900 -0.227 3.643 0.000
H -4.005 -1.541 3.207 0.000
H -4.617 0.113 3.267 0.000
H -2.610 -1.069 1.242 0.000
H -4.293 -0.593 0.911 0.000
H -4.341 1.979 2.235 0.000
H -3.251 2.901 1.163 0.000
H -5.585 1.118 0.285 0.000
H -5.484 2.888 0.202 0.000
H -4.448 1.902 -0.844 0.000

3.
105
Properties=species:S:1:pos:R:3:nbo_charge:R:1 method="wB97M-V/def2-TZVPD" homo_lumo_gap_ev=7.3 spin_multiplicity=1 energy_ha=-5234.85258 relative_energy_kcal_mol=10.82 charge=0
Sc -1.018 1.042 -1.697 1.777
C -1.858 -2.659 4.952 -0.603
C -1.974 -3.551 3.713 -0.070
C -3.341 -4.253 3.749 -0.594
C -0.850 -4.596 3.760 -0.595
C -1.856 -2.754 2.421 -0.079
C -1.634 -1.389 2.382 -0.174
C -1.559 -0.746 1.158 -0.300
Se -1.148 1.145 1.059 0.379
C 0.790 0.950 1.069 -0.301
C 1.436 0.796 2.278 -0.190
C 2.817 0.653 2.314 0.028
C 3.494 0.843 1.117 -0.229
C 2.877 1.043 -0.111 -0.090
C 1.464 0.932 -0.177 0.400
O 0.791 0.800 -1.285 -0.874
C 3.771 1.344 -1.314 -0.070
C 2.999 1.723 -2.580 -0.593
C 4.682 2.539 -0.977 -0.592
C 4.623 0.106 -1.617 -0.594
C 3.509 0.293 3.619 -0.096
C 5.031 0.206 3.480 -0.604
C 2.989 -1.080 4.068 -0.595
C 3.185 1.334 4.697 -0.595
C -1.704 -1.391 -0.084 0.397
O -1.687 -0.690 -1.195 -0.879
C -1.888 -2.799 -0.036 -0.089
C -1.965 -3.416 1.198 -0.148
C -1.979 -3.597 -1.331 -0.073
C -0.679 -3.388 -2.119 -0.599
C -2.168 -5.101 -1.089 -0.604
C -3.166 -3.076 -2.152 -0.605
H -1.960 -3.264 5.852 0.209
H -0.887 -2.169 4.983 0.207
H -2.640 -1.902 4.959 0.208
H -3.458 -4.807 4.678 0.203
H -4.142 -3.520 3.680 0.209
H -3.449 -4.952 2.924 0.206
H -0.890 -5.151 4.695 0.202
H -0.936 -5.304 2.940 0.206
H 0.119 -4.106 3.687 0.212
H -1.507 -0.797 3.277 0.210
H 0.837 0.778 3.177 0.207
H 4.571 0.836 1.139 0.209
H 2.322 2.551 -2.388 0.223
H 3.707 2.022 -3.353 0.196
H 2.416 0.882 -2.947 0.220
H 4.084 3.426 -0.779 0.205
H 5.310 2.350 -0.111 0.201
H 5.330 2.749 -1.825 0.207
H 3.973 -0.741 -1.821 0.214
H 5.252 0.282 -2.487 0.203
H 5.261 -0.148 -0.774 0.201
H 5.311 -0.551 2.752 0.211
H 5.455 1.163 3.182 0.206
H 5.466 -0.071 4.439 0.210
H 3.218 -1.829 3.313 0.213
H 3.458 -1.377 5.004 0.202
H 1.912 -1.061 4.210 0.206
H 3.551 2.315 4.401 0.204
H 2.116 1.404 4.874 0.204
H 3.666 1.057 5.633 0.206
H -2.128 -4.481 1.223 0.199
H 0.170 -3.776 -1.559 0.207
H -0.728 -3.904 -3.077 0.199
H -0.515 -2.325 -2.304 0.227
H -1.335 -5.516 -0.523 0.207
H -3.095 -5.297 -0.554 0.204
H -2.216 -5.619 -2.045 0.211
H -3.023 -2.019 -2.371 0.232
H -3.248 -3.624 -3.089 0.200
H -4.092 -3.205 -1.593 0.200
N -3.732 1.461 -1.157 -0.632
N -4.047 2.817 -1.088 -0.410
C -3.083 3.734 -1.267 0.659
N -3.395 5.026 -1.311 -0.774
N -1.853 3.257 -1.403 -0.482
N -0.804 4.023 -1.619 0.662
O 0.256 3.430 -1.660 -0.395
O -0.890 5.231 -1.779 -0.445
H -3.837 1.079 -2.101 0.400
H -4.246 0.916 -0.472 0.389
H -5.018 3.121 -1.114 0.385
H -4.318 5.375 -1.125 0.404
H -2.603 5.660 -1.422 0.454
C 1.596 4.256 1.620 -0.737
C 0.186 4.181 1.392 0.350
N -0.937 4.126 1.168 -0.401
H 2.090 3.631 0.878 0.279
H 1.837 3.881 2.613 0.262
H 1.925 5.289 1.521 0.255
C -0.644 0.082 -5.078 -0.623
C -1.532 1.297 -4.740 0.267
C -0.810 2.584 -5.194 -0.620
C -2.863 1.169 -5.518 -0.618
O -1.778 1.352 -3.376 -0.938
H -0.460 0.018 -6.149 0.208
H -1.134 -0.832 -4.746 0.214
H 0.311 0.178 -4.555 0.209
H -0.596 2.554 -6.259 0.205
H 0.126 2.683 -4.644 0.213
H -1.432 3.453 -4.986 0.202
H -2.672 1.141 -6.587 0.204
H -3.510 2.018 -5.303 0.199
H -3.376 0.253 -5.230 0.206

4.
104
Properties=species:S:1:pos:R:3:lowdin_spin:R:1 method="wB97M-V/def2-TZVPD" homo_lumo_gap_ev="6.4 / 7.4" spin_multiplicity=3 energy_ha=-3652.07543 relative_energy_kcal_mol=41.80 charge=+1
Ti 0.311 0.218 -0.111 1.645
C 2.683 4.978 -1.393 0.000
C 1.890 3.682 -1.539 0.003
C 2.789 2.571 -2.098 0.009
C 0.737 3.900 -2.520 0.001
P 1.147 2.964 0.063 0.011
C 2.708 2.625 1.047 0.001
N 3.039 1.231 0.991 0.010
B 2.118 0.150 0.876 0.026
N 2.922 -1.030 0.881 0.014
C 2.453 -2.387 0.765 0.003
P 0.671 -2.415 0.177 0.016
C 0.856 -2.492 -1.717 0.012
C 1.687 -1.253 -2.076 0.018
C 1.496 -3.749 -2.303 0.003
C -0.545 -2.302 -2.314 0.013
C 0.156 -4.126 0.830 0.000
C 1.214 -5.223 0.757 -0.001
C -1.115 -4.598 0.124 0.000
C -0.193 -3.825 2.291 0.000
C 4.245 -0.675 1.071 0.000
C 5.387 -1.443 1.210 0.003
C 6.605 -0.796 1.355 0.003
C 6.678 0.590 1.369 0.003
C 5.539 1.373 1.264 0.002
C 4.318 0.735 1.124 -0.001
C 0.465 4.358 1.184 0.000
C 1.435 5.481 1.552 0.000
C -0.781 4.962 0.533 0.000
C 0.066 3.624 2.483 0.002
H 3.281 5.144 -2.289 0.000
H 3.357 4.960 -0.540 0.000
H 2.011 5.825 -1.290 0.000
H 3.155 2.850 -3.086 0.000
H 2.221 1.638 -2.200 0.008
H 3.655 2.375 -1.468 0.000
H 1.117 4.234 -3.483 0.000
H 0.046 4.654 -2.154 0.000
H 0.182 2.973 -2.663 0.001
H 2.518 2.926 2.086 0.000
H 3.532 3.229 0.649 0.000
H 2.493 -2.878 1.750 0.000
H 3.087 -2.968 0.079 0.000
H 2.698 -1.313 -1.669 0.003
H 1.189 -0.342 -1.653 0.026
H 1.769 -1.146 -3.162 0.000
H 2.453 -3.973 -1.836 0.000
H 1.666 -3.609 -3.372 0.000
H 0.837 -4.606 -2.186 0.000
H -1.103 -1.530 -1.763 0.007
H -1.118 -3.226 -2.263 0.001
H -0.471 -2.019 -3.368 0.000
H 1.481 -5.462 -0.266 0.000
H 0.810 -6.127 1.208 0.000
H 2.116 -4.962 1.300 0.000
H -0.909 -4.957 -0.882 0.000
H -1.837 -3.784 0.080 0.000
H -1.560 -5.422 0.681 0.000
H 0.676 -3.489 2.853 0.000
H -0.585 -4.715 2.779 0.000
H -0.948 -3.038 2.342 0.000
H 5.325 -2.520 1.216 0.000
H 7.507 -1.382 1.449 0.000
H 7.637 1.069 1.475 0.000
H 5.608 2.451 1.294 0.000
H 1.657 6.126 0.712 0.000
H 2.368 5.095 1.953 0.000
H 0.972 6.096 2.323 0.000
H -0.520 5.533 -0.357 0.000
H -1.275 5.644 1.227 0.000
H -1.491 4.183 0.252 0.000
H 0.848 3.712 3.234 0.000
H -0.105 2.558 2.306 0.003
H -0.839 4.060 2.902 0.000
N -3.039 1.751 1.745 0.022
C -1.896 1.039 1.985 0.060
N -1.220 0.821 0.875 0.017
C -1.960 1.369 -0.144 0.014
C -1.728 1.359 -1.518 0.006
C -2.672 1.975 -2.327 0.009
C -3.795 2.600 -1.783 -0.004
C -4.037 2.613 -0.419 0.008
C -3.115 1.972 0.396 0.002
H -3.717 2.034 2.431 0.001
H -1.603 0.700 2.961 0.003
H -0.838 0.860 -1.934 0.010
H -2.544 1.975 -3.400 0.001
H -4.507 3.078 -2.439 0.000
H -4.910 3.093 -0.009 0.001
S -2.964 -1.501 0.362 0.004
C -4.336 -2.442 0.309 0.001
N -5.220 -2.385 1.316 0.000
C -6.448 -3.149 1.372 0.000
C -6.886 -3.503 -0.045 0.000
C -5.719 -4.144 -0.788 0.000
N -4.585 -3.244 -0.735 0.000
H -4.964 -1.810 2.102 0.000
H -7.211 -2.541 1.863 0.000
H -6.313 -4.063 1.964 0.000
H -7.186 -2.594 -0.566 0.000
H -7.738 -4.179 -0.012 0.000
H -5.977 -4.319 -1.833 0.000
H -5.453 -5.105 -0.328 0.000
H -3.907 -3.256 -1.481 0.000